No. 1
# C47H49I2N4O13S

A cluster of 6 separate species, C47H49I2N4O13S in total at a distorted geometry (ωB97M-V/def2-TZVPD, OMol25).

Atoms and positions in Å:
C 4.225552 1.709811 2.997465
C 4.049762 0.350200 2.341665
I 3.956355 -1.171694 3.793165
C 3.929265 0.149493 1.024436
I 3.887331 2.040220 -0.050332
N 3.756550 -1.109020 0.253514
C 2.248872 -1.144135 -0.110647
O 1.508732 -1.485398 1.018465
C 0.402662 -0.607203 1.189257
C 0.540279 0.305002 2.214100
C -0.464934 1.221451 2.459057
C -0.258950 2.234936 3.579147
C -1.596591 1.190350 1.664545
C -1.723332 0.269098 0.661969
C -0.722246 -0.662630 0.385747
C -0.916149 -1.633409 -0.773829
C -0.407409 -3.073313 -0.509777
C -0.264866 -1.013174 -2.076845
C 4.104734 -2.469185 0.736316
C 5.583981 -2.819899 1.094440
N 5.523066 -3.761082 2.245565
N 6.442152 -1.716173 1.515507
N 6.286912 -3.547110 -0.004952
S 4.532185 -0.924211 -1.407565
C 6.185091 -0.244946 -1.300916
O 3.654045 -0.221436 -2.299591
O 4.701257 -2.206201 -2.034258
H 5.142694 2.181701 2.624441
H 3.350498 2.349026 2.827369
H 4.342830 1.619934 4.080633
H 2.146237 -1.879182 -0.916190
H 1.913522 -0.149075 -0.414192
H 1.443412 0.341108 2.818810
H -1.030082 2.147246 4.349643
H 0.737650 2.094280 4.013939
H -0.250678 3.234360 3.121060
H -2.380837 1.919763 1.836626
H -2.613092 0.230199 0.035933
H -1.987388 -1.699837 -1.003152
H -1.012143 -3.781924 -1.089002
H 0.628457 -3.211850 -0.839066
H -0.522689 -3.321337 0.550228
H 0.492398 -1.682292 -2.506343
H -1.019539 -0.848700 -2.851052
H 0.212210 -0.069097 -1.793949
H 3.503517 -2.820205 1.579372
H 3.794584 -3.217507 -0.009792
H 4.877725 -4.521805 2.063941
H 6.449758 -4.094481 2.474902
H 6.884659 -1.946050 2.399669
H 7.209330 -1.650930 0.846711
H 7.160019 -3.881001 0.399127
H 5.749684 -4.405633 -0.132348
H 6.443254 0.165077 -0.321051
H 6.200491 0.602768 -2.000660
H 6.924223 -0.957831 -1.673876
C -3.277867 5.800816 1.055491
C -2.922170 7.063681 1.280935
C -1.520452 7.512768 1.099870
O -1.194793 8.662010 1.306416
C -0.526268 6.502693 0.656704
C -0.881017 5.241301 0.432076
C -2.283957 4.793996 0.613469
O -2.601808 3.639653 0.405215
H -4.292168 5.453062 1.182666
H -3.626554 7.809817 1.602843
H 0.491184 6.851213 0.529874
H -0.172738 4.487597 0.109060
C 10.585261 -3.456030 -3.157262
C 9.701477 -2.719260 -2.489710
C 9.918939 -2.358731 -1.070166
O 9.108103 -1.685521 -0.457488
C 11.155791 -2.845440 -0.418575
C 12.042148 -3.582485 -1.083014
C 11.827432 -3.946020 -2.506848
O 12.632015 -4.614133 -3.113251
H 10.444568 -3.731128 -4.194718
H 8.790949 -2.353541 -2.947800
H 11.294537 -2.569024 0.619060
H 12.951925 -3.948119 -0.624332
C -5.840935 -3.714523 1.622185
C -4.728237 -4.423963 1.451079
C -4.088234 -4.541471 0.117795
O -3.073180 -5.189094 -0.038423
C -4.733522 -3.837609 -1.016548
C -5.845651 -3.127852 -0.847028
C -6.487051 -3.009567 0.486339
O -7.499169 -2.361854 0.642272
H -6.323604 -3.617255 2.586448
H -4.241698 -4.944169 2.266547
H -4.252781 -3.933221 -1.982613
H -6.327126 -2.609786 -1.663487
C -6.131052 9.164542 1.492434
C -7.034007 10.140760 1.464986
C -8.343904 9.997740 2.149006
O -9.166530 10.884954 2.122598
C -8.605132 8.724581 2.865115
C -7.701072 7.748981 2.891776
C -6.393923 7.892230 2.209059
O -5.569827 6.996395 2.238669
H -5.172433 9.253622 0.997749
H -6.860274 11.076003 0.948286
H -9.564862 8.638594 3.358325
H -7.874098 6.813407 3.408201
C -7.850014 -3.050649 -5.518305
C -8.937736 -3.664214 -5.976960
C -9.485591 -4.866838 -5.301309
O -10.473878 -5.427584 -5.718280
C -8.773599 -5.356511 -4.093959
C -7.686112 -4.741744 -3.636752
C -7.140670 -3.540589 -4.313209
O -6.147662 -2.976596 -3.894807
H -7.434789 -2.173041 -5.997159
H -9.469824 -3.320968 -6.854914
H -9.187939 -6.234081 -3.614303
H -7.153432 -5.084872 -2.758703

Cartesian forces, eV/Å:
C 0.108 -0.198 0.255
C -0.126 -0.575 0.211
I -0.082 0.288 -0.049
C 0.705 1.173 0.871
I -0.158 -0.821 0.041
N -0.887 0.925 -0.140
C -1.251 -0.186 0.236
O 0.328 -0.035 -0.623
C 0.494 -0.226 0.333
C 0.032 0.297 0.102
C 0.514 0.245 0.816
C 0.143 -0.103 -0.846
C -0.473 0.636 0.507
C -0.098 -0.531 -0.593
C -0.276 -0.642 -0.316
C 0.607 0.035 -0.721
C -0.498 0.203 -0.140
C -0.138 -0.391 0.541
C 0.801 -2.103 0.752
C 1.806 -1.655 0.969
N -1.086 1.021 0.122
N 0.108 0.001 -0.591
N -0.788 0.478 -0.084
S 0.794 -1.633 -5.536
C 0.356 1.389 0.361
O -0.418 1.963 1.791
O 0.374 -1.036 2.101
H -0.332 0.069 -0.086
H 0.259 -0.060 -0.165
H -0.060 -0.186 -0.241
H 0.139 0.120 0.112
H 0.692 -0.140 -0.398
H -0.165 -0.247 -0.149
H 0.158 0.203 -0.117
H -0.303 -0.038 0.140
H -0.278 -0.066 0.390
H 0.046 -0.202 -0.038
H 0.076 0.168 0.188
H 0.155 0.086 0.444
H 0.148 0.117 0.156
H -0.141 -0.007 0.280
H 0.154 -0.133 -0.219
H -0.126 0.153 0.089
H 0.183 0.171 0.151
H -0.133 -0.031 -0.488
H -0.109 1.176 0.068
H 0.116 0.828 -0.472
H 0.280 -0.167 0.104
H -0.102 -0.239 -0.163
H -0.352 0.152 0.088
H -0.112 0.146 0.010
H 0.015 0.231 -0.053
H 0.088 0.148 -0.481
H -0.102 -0.353 -0.084
H -0.451 -0.184 0.159
H -0.525 -0.440 0.495
C 0.150 -0.026 -0.053
C 0.354 -0.123 -0.150
C -0.063 0.048 0.017
O 0.022 -0.026 -0.019
C 0.101 -0.061 -0.012
C 0.075 0.002 -0.005
C -0.099 0.042 -0.022
O 0.007 0.159 -0.095
H 0.008 -0.002 0.016
H 0.029 -0.002 0.059
H -0.017 0.047 0.011
H -0.042 -0.034 -0.012
C -0.101 0.045 -0.027
C -0.010 0.021 -0.010
C 0.060 -0.016 -0.036
O -0.118 -0.003 0.015
C 0.021 -0.021 0.045
C -0.026 0.038 0.093
C 0.083 -0.054 -0.050
O -0.030 0.014 0.018
H 0.039 -0.020 0.002
H -0.010 -0.014 0.014
H -0.020 0.028 -0.006
H 0.012 -0.014 -0.041
C 0.062 -0.045 0.060
C -0.053 0.027 0.054
C 0.025 -0.023 -0.019
O 0.017 0.038 0.017
C 0.020 0.015 -0.038
C -0.011 0.041 0.112
C -0.020 0.017 0.019
O 0.019 -0.015 -0.001
H -0.030 0.021 -0.019
H 0.024 -0.021 -0.030
H -0.029 -0.010 -0.014
H 0.017 0.018 0.008
C 0.002 -0.013 0.006
C 0.100 -0.022 -0.041
C -0.079 0.064 0.006
O 0.025 -0.014 -0.005
C 0.017 -0.097 0.037
C -0.058 0.018 0.028
C -0.058 -0.095 0.063
O -0.501 0.238 0.098
H -0.011 0.021 -0.019
H -0.039 0.012 0.015
H -0.010 0.041 -0.016
H 0.042 -0.011 -0.013
C -0.041 0.016 -0.057
C 0.069 0.074 -0.005
C -0.083 -0.035 -0.043
O 0.024 0.008 0.014
C 0.071 -0.005 0.078
C -0.031 -0.042 0.015
C 0.029 0.017 -0.035
O -0.028 -0.038 -0.112
H 0.029 0.001 0.031
H -0.029 -0.036 0.007
H -0.033 0.000 -0.033
H 0.021 0.017 -0.008

Properties
**Multiplicity**: 1
**HOMO energy**: -11.1 eV
**Net charge**: +1
**Kohn-Sham gap**: 7.37 eV

Mulliken population analysis, charges in e, atoms 1 to 6: number 1, C, carries -1.66; number 2, C, carries 0.25; number 3, I, carries 0.11; number 4, C, carries -0.79; number 5, I, carries 0.23; number 6, N, carries 0.75


No. 2
# C6H12N

A cluster of 2 separate species, C6H12N in total at a distorted geometry (ωB97M-V/def2-TZVPD, OMol25).

Atoms and positions in Å:
C 0.774338 -1.167858 -1.772010
C 0.620643 0.015870 -2.261957
C -1.162520 -0.764966 1.161200
C 1.346727 -0.116222 0.977351
C -0.489680 1.583632 0.328413
C -0.144206 0.078262 0.340621
N -0.191730 -0.368954 -1.104777
H 1.182688 -2.137931 -1.653531
H 0.807115 0.799397 -3.130282
H -1.472462 -0.181830 2.114001
H -2.030458 -0.702961 0.583337
H -0.779295 -1.833597 1.253707
H 1.315826 0.107345 2.026037
H 1.950726 0.706679 0.505267
H 1.985831 -1.124612 1.004639
H 0.366797 2.126540 0.648901
H -0.639070 1.779491 -0.786711
H -1.438606 1.900853 0.922720
H -2.002664 -0.699139 -1.156927

Cartesian forces, eV/Å:
C -0.169 0.415 -0.048
C 0.259 1.073 -1.666
C 2.111 0.635 0.937
C 0.824 -0.344 -1.515
C -1.914 -0.407 -1.279
C 1.182 -0.375 2.284
N -2.858 -0.622 0.095
H 0.242 -0.599 -0.080
H -0.631 -1.596 2.454
H 1.029 -1.432 -1.270
H -1.992 -0.412 -1.095
H -0.849 1.433 0.356
H -0.502 0.398 0.526
H -0.137 -1.033 0.422
H -1.912 1.826 -0.836
H 0.433 0.728 0.351
H -0.131 0.548 1.644
H 1.758 -0.729 -1.095
H 3.257 0.492 -0.184

Properties
**Multiplicity**: 1
**HOMO energy (spin up / spin down)**: -14.6 / -14.7 eV
**Net charge**: +1
**Kohn-Sham gap (spin up / spin down)**: 9.02 / 8.73 eV

natural (NBO) population analysis, charges in e, atoms 1 to 6: number 1, C, carries 0.04; number 2, C, carries 0.04; number 3, C, carries -0.60; number 4, C, carries -0.66; number 5, C, carries -0.63; number 6, C, carries 0.12


No. 3
# C19H31AsN3NaO8P2

A structure of composition C19H31AsN3NaO8P2 (ωB97M-V/def2-TZVPD, OMol25).

Atoms and positions in Å:
Na 0.093791 0.820152 0.119203
C -2.282811 -1.758956 -1.162011
N -1.880426 -1.558191 0.219178
C -2.956093 -1.053205 1.030343
C -1.144488 -2.653349 0.740147
C -1.663840 -3.504234 1.698242
C -0.949928 -4.609704 2.173180
C 0.304887 -4.859739 1.641872
C 0.851159 -4.017486 0.683198
C 0.177945 -2.862261 0.223341
N 0.708063 -1.918118 -0.573999
C 1.757312 -2.160022 -1.392996
C 1.921976 -3.310635 -2.189516
C 2.925907 -3.412366 -3.143403
C 3.827757 -2.375354 -3.327083
C 3.727576 -1.246331 -2.508549
C 2.739534 -1.134303 -1.543237
N 2.624288 -0.028939 -0.670614
C 2.832851 -0.373240 0.737388
C 3.364983 1.166397 -1.013418
H -3.082253 -2.521035 -1.239154
H -1.420086 -2.081110 -1.742601
H -2.633622 -0.815980 -1.582777
H -3.818293 -1.746415 1.102229
H -3.317544 -0.126146 0.582157
H -2.595007 -0.818838 2.030768
H -2.655067 -3.309621 2.091138
H -1.376792 -5.252919 2.933805
H 0.884382 -5.709732 1.990743
H 1.853857 -4.205583 0.314884
H 1.196154 -4.109492 -2.079813
H 2.987249 -4.305007 -3.758947
H 4.610965 -2.439335 -4.073880
H 4.454500 -0.451484 -2.620172
H 3.895090 -0.613669 0.917759
H 2.217107 -1.229433 1.005000
H 2.569861 0.478698 1.363049
H 4.459604 1.031904 -0.931187
H 3.075442 1.960621 -0.325478
H 3.131516 1.473779 -2.034222
O 0.973362 1.669237 4.185125
P -0.408698 1.909106 3.387628
O -1.514014 2.135116 4.342015
O -0.530982 0.923830 2.263104
O -0.069040 3.379687 2.666597
P 1.044250 3.479675 1.505935
O 1.353584 5.080232 1.534570
O 2.271253 2.739071 1.940994
O 0.427066 3.192171 0.174629
H 1.695194 1.815954 3.539992
H 1.916187 5.253209 2.296664
C -4.119171 2.543989 -1.873129
As -2.362828 2.680467 -1.056319
C -1.656048 4.333724 -1.741848
C -2.722718 2.915254 0.813042
O -1.487214 1.353997 -1.489279
H -4.717147 3.432238 -1.665649
H -4.616439 1.662587 -1.469844
H -3.993255 2.420285 -2.947823
H -2.305281 5.164493 -1.462679
H -1.587157 4.257288 -2.826442
H -0.668434 4.443307 -1.296272
H -3.647663 3.481085 0.933378
H -1.888041 3.436425 1.274369
H -2.804251 1.938280 1.286691

Cartesian forces, eV/Å:
Na 0.051 -0.624 -0.272
C 0.044 0.017 -0.002
N 0.024 0.123 0.005
C -0.029 -0.056 0.056
C -0.020 -0.143 0.028
C -0.008 -0.006 -0.008
C 0.013 -0.013 -0.023
C -0.032 0.019 0.024
C 0.071 0.000 0.047
C -0.159 -0.128 -0.009
N -0.111 0.090 -0.017
C 0.081 -0.092 -0.032
C -0.073 -0.027 -0.042
C -0.002 0.040 -0.001
C -0.018 -0.012 0.032
C 0.033 0.016 0.028
C -0.013 -0.018 -0.053
N -0.008 0.423 0.129
C 0.129 -0.094 -0.023
C 0.053 -0.051 -0.037
H 0.009 0.002 -0.001
H -0.001 0.002 0.002
H 0.018 0.024 0.025
H 0.003 0.025 -0.016
H -0.036 0.014 -0.062
H 0.040 -0.006 0.019
H 0.016 -0.001 0.010
H 0.006 0.007 0.007
H -0.004 -0.001 -0.001
H -0.035 0.000 0.012
H 0.021 0.010 -0.003
H 0.008 0.002 0.002
H -0.008 0.000 -0.005
H 0.000 0.036 0.000
H -0.009 -0.028 0.020
H 0.040 0.061 0.008
H -0.026 0.029 0.012
H 0.010 -0.011 -0.011
H 0.006 0.002 -0.008
H -0.009 -0.008 -0.004
O 0.003 0.007 -0.014
P -0.029 -0.042 -0.010
O -0.009 0.000 0.005
O -0.026 0.141 0.089
O 0.019 -0.017 0.022
P 0.012 0.063 -0.013
O -0.016 0.042 -0.014
O 0.024 0.030 0.045
O 0.049 0.004 0.049
H 0.001 0.009 0.007
H 0.002 -0.009 -0.003
C -0.016 0.009 0.005
As 0.094 -0.038 0.001
C -0.004 0.012 -0.006
C -0.023 0.050 -0.004
O -0.140 0.111 0.014
H -0.004 -0.001 -0.001
H -0.001 -0.003 0.003
H 0.004 -0.001 -0.001
H 0.002 0.004 0.003
H -0.001 -0.001 -0.003
H -0.006 0.003 0.000
H -0.007 -0.006 -0.005
H -0.017 0.006 -0.009
H 0.014 0.006 0.006

Properties
**Multiplicity**: 1
**HOMO energy**: -0.7 eV
**Net charge**: -2
**Kohn-Sham gap**: 4.55 eV

natural (NBO) population analysis, charges in e, atoms 1 to 6: number 1, Na, carries 0.91; number 2, C, carries -0.41; number 3, N, carries -0.44; number 4, C, carries -0.40; number 5, C, carries 0.08; number 6, C, carries -0.24